1.
{
  "formula": "C15H38BrInNO6",
  "method": "the ωB97M-V functional and the def2-TZVPD basis",
  "max_force_ev_per_a": 0.91,
  "e_lumo_ev": 2.3,
  "total_charge": -1,
  "e_tot_ha": -3864.51540,
  "homo_energy_ev": -4.556,
  "species": ["C", "C", "Br", "C", "In", "N", "H", "H", "H", "H", "H", "H", "H", "H", "H", "H", "C", "O", "C", "C", "O", "C", "C", "O", "C", "H", "H", "H", "H", "H", "H", "H", "H", "H", "H", "H", "H", "H", "H", "C", "O", "C", "C", "O", "C", "C", "O", "C", "H", "H", "H", "H", "H", "H", "H", "H", "H", "H", "H", "H", "H", "H"],
  "xyz": [[-1.8829, 7.4238, 2.6153], [-2.1245, 6.2895, 3.5954], [-3.9205, 6.6234, 4.4307], [-2.0247, 4.9280, 2.9748], [0.1601, 4.4463, 2.6493], [0.5369, 4.2493, 0.5433], [-2.5824, 7.3616, 1.7847], [-0.8661, 7.3359, 2.2307], [-1.9731, 8.3922, 3.1017], [-1.4209, 6.3816, 4.4203], [-2.5523, 4.9212, 2.0176], [-2.4657, 4.1637, 3.6097], [1.1415, 5.8336, 3.2077], [0.5441, 2.9408, 3.5022], [1.0890, 5.0400, 0.2330], [-0.3350, 4.3209, 0.0294], [0.1748, 0.5936, 1.4480], [0.1875, -0.8324, 1.4465], [1.1670, -1.4347, 0.6370], [2.1056, -2.3580, 1.3898], [2.9180, -1.7471, 2.3729], [2.3335, -1.2667, 3.5707], [1.8977, -2.3180, 4.5707], [0.8584, -3.1637, 4.1137], [1.1289, -4.5435, 4.1213], [-0.5653, 0.9691, 0.7358], [-0.0967, 0.9382, 2.4428], [1.1494, 1.0160, 1.1995], [1.7518, -0.6790, 0.1009], [0.6565, -2.0504, -0.1195], [2.8155, -2.7380, 0.6487], [1.5687, -3.2235, 1.7868], [1.5353, -0.5509, 3.3758], [3.1403, -0.7145, 4.0606], [1.5347, -1.7766, 5.4528], [2.7647, -2.9121, 4.8816], [2.2008, -4.7506, 4.0497], [0.6344, -4.9954, 3.2590], [0.7366, -5.0151, 5.0293], [-0.1646, -2.1286, -7.4310], [-0.9357, -2.6098, -6.3547], [-0.3960, -3.7008, -5.6374], [-0.1912, -3.4346, -4.1588], [0.7490, -2.4350, -3.8280], [0.4321, -1.0682, -4.0286], [-0.5998, -0.4705, -3.0951], [-1.8844, -1.0520, -3.2097], [-2.4348, -1.5669, -2.0142], [-0.4872, -2.5793, -8.3755], [-0.3077, -1.0491, -7.4977], [0.9014, -2.3253, -7.2875], [0.5516, -4.0249, -6.0820], [-1.0989, -4.5405, -5.7137], [0.2408, -4.3549, -3.7539], [-1.1450, -3.2809, -3.6506], [0.1830, -0.8619, -5.0718], [1.3657, -0.5415, -3.8142], [-0.6813, 0.5926, -3.3510], [-0.2401, -0.5270, -2.0629], [-1.6614, -1.8333, -1.2889], [-3.0059, -2.4649, -2.2590], [-3.1111, -0.8412, -1.5538]],
  "atomic_forces_ev_per_a": [[0.108, -0.093, 0.152], [0.671, -0.313, -0.531], [-0.315, 0.097, 0.245], [0.066, 0.327, -0.090], [0.093, 0.068, 0.025], [-0.090, -0.179, 0.180], [-0.077, 0.042, -0.068], [0.041, -0.055, -0.062], [-0.090, 0.088, -0.010], [-0.304, 0.085, 0.278], [-0.078, -0.056, -0.027], [0.064, -0.082, 0.099], [-0.084, -0.073, 0.009], [-0.002, 0.042, -0.041], [0.053, 0.076, -0.044], [-0.046, 0.001, -0.073], [-0.142, -0.041, -0.048], [0.110, -0.025, 0.140], [-0.155, 0.018, -0.209], [-0.020, -0.134, -0.062], [0.214, -0.077, 0.035], [-0.027, 0.195, -0.004], [0.021, -0.016, 0.197], [0.014, 0.049, -0.226], [-0.048, 0.015, 0.044], [0.060, 0.051, -0.047], [-0.025, -0.018, 0.009], [0.011, 0.012, 0.002], [0.011, 0.045, 0.071], [0.130, -0.015, -0.069], [-0.014, -0.034, 0.003], [-0.125, 0.149, 0.111], [-0.109, -0.158, -0.054], [-0.032, 0.058, -0.002], [0.064, -0.011, 0.043], [-0.006, -0.048, -0.070], [0.007, 0.001, -0.020], [-0.025, 0.009, 0.021], [0.055, -0.025, 0.021], [-0.045, -0.017, -0.018], [0.008, 0.155, 0.164], [-0.002, -0.159, -0.120], [-0.109, -0.086, 0.151], [0.205, -0.046, 0.047], [0.030, 0.106, -0.133], [-0.063, 0.210, 0.142], [0.100, -0.251, -0.096], [-0.059, 0.072, -0.010], [0.056, -0.030, -0.018], [-0.034, -0.012, -0.008], [0.014, 0.010, 0.009], [0.021, 0.082, -0.015], [0.063, -0.050, -0.002], [-0.049, -0.018, 0.031], [-0.033, 0.165, -0.149], [-0.180, -0.107, 0.031], [0.004, 0.017, -0.037], [0.082, 0.033, 0.059], [-0.016, -0.076, 0.005], [0.008, -0.005, 0.002], [-0.014, 0.026, -0.019], [0.030, 0.009, 0.054]],
  "lowdin_charge": [-0.197, -0.862, 0.501, -0.380, 0.427, -0.240, 0.070, 0.047, 0.058, 0.056, 0.033, 0.017, -0.117, -0.127, -0.096, -0.090, -0.113, -0.198, -0.219, -0.185, -0.117, -0.175, -0.197, -0.185, -0.125, 0.084, 0.038, 0.086, 0.125, 0.111, 0.126, 0.107, 0.112, 0.130, 0.126, 0.118, 0.086, 0.082, 0.082, -0.118, -0.186, -0.202, -0.188, -0.118, -0.177, -0.189, -0.188, -0.101, 0.083, 0.085, 0.088, 0.120, 0.124, 0.128, 0.110, 0.108, 0.130, 0.130, 0.111, 0.080, 0.082, 0.089]
}

2.
{
  "formula": "C15H39ClO4PPdS2Si4",
  "method": "the ωB97M-V functional and the def2-TZVPD basis",
  "max_force_ev_per_a": 3.49,
  "relative_energy_kj_mol": 0.0,
  "e_lumo_ev": [4.6, 4.6],
  "total_charge": -2,
  "spin_multiplicity": 4,
  "e_tot_ha": -3779.80719,
  "homo_energy_ev": [1.023, -1.145],
  "species": ["Pd", "C", "C", "O", "P", "S", "S", "O", "C", "C", "H", "H", "H", "H", "H", "H", "H", "H", "H", "H", "Cl", "C", "C", "O", "O", "H", "H", "C", "Si", "C", "C", "Si", "Si", "C", "C", "C", "Si", "C", "C", "C", "H", "H", "H", "H", "H", "H", "H", "H", "H", "H", "H", "H", "H", "H", "H", "H", "H", "H", "H", "H", "H", "H", "H", "H", "H", "H", "H"],
  "xyz": [[0.8599, 0.9442, 0.7978], [3.5654, 3.0899, -3.4489], [3.0786, 3.1482, -2.0008], [1.6240, 3.0142, -1.9313], [0.8381, 3.0434, -0.4402], [-1.0793, 3.4133, -0.5712], [2.5446, 0.3929, -0.4810], [1.9368, 4.0130, 0.3213], [2.0813, 4.0936, 1.7793], [0.9750, 4.7205, 2.5800], [4.6438, 3.2572, -3.5068], [3.0793, 3.8309, -4.1333], [3.3933, 2.0842, -3.8520], [3.3927, 4.0912, -1.5568], [3.5067, 2.3063, -1.4015], [2.9907, 4.7305, 1.8776], [2.3517, 3.1061, 2.1249], [0.6384, 5.6862, 2.1538], [1.3842, 4.8849, 3.5907], [0.0733, 4.0872, 2.7022], [0.0384, 2.3154, 5.4748], [-1.0210, 1.1128, 4.5615], [-0.3489, 0.8388, 3.2416], [-0.7455, 1.5861, 2.2282], [0.5969, 0.0325, 3.1902], [-1.9965, 1.6096, 4.4656], [-1.0726, 0.2395, 5.1792], [-3.5201, -1.8221, -1.3784], [-2.3880, -0.3532, -1.0381], [-3.2079, 0.7628, 0.2124], [-2.0496, 0.6112, -2.6307], [-0.2976, -0.9544, -0.1063], [0.8458, -2.0647, -1.8606], [-0.2917, -3.3556, -2.6593], [2.2982, -3.1279, -1.2291], [1.2707, -0.8426, -3.2576], [-0.8552, -2.6558, 1.4968], [-1.4543, -4.2500, 0.6748], [-2.2047, -1.9612, 2.6542], [0.7483, -3.0714, 2.4392], [-4.4510, -1.4750, -1.8317], [-3.7597, -2.3225, -0.4217], [-3.1370, -2.5583, -2.0944], [-3.7430, 1.5519, -0.3199], [-2.5122, 1.2930, 0.8999], [-3.9686, 0.1522, 0.7137], [-3.0352, 1.0830, -2.8397], [-1.7616, 0.0059, -3.4863], [-1.3871, 1.4937, -2.4884], [-0.8979, -3.9750, -2.0003], [0.4258, -4.0141, -3.1304], [-0.9649, -2.9401, -3.4342], [1.9821, -3.9013, -0.5221], [3.1267, -2.5800, -0.7209], [2.7009, -3.6276, -2.1186], [0.9507, -1.2505, -4.2489], [2.3529, -0.7202, -3.2365], [0.8185, 0.1615, -3.1003], [-2.2507, -4.1475, -0.0834], [-1.8059, -4.9103, 1.4640], [-0.6178, -4.7965, 0.1833], [-3.1385, -2.4541, 2.3597], [-2.3947, -0.8792, 2.6085], [-1.9552, -2.2626, 3.6724], [1.5324, -3.4916, 1.7572], [0.5014, -3.8431, 3.1984], [1.1664, -2.1790, 2.9583]],
  "atomic_forces_ev_per_a": [[-0.019, 0.207, 0.091], [-0.670, -0.165, -0.426], [-0.307, -0.391, 0.218], [0.169, 0.943, 0.390], [0.907, -2.220, 0.132], [0.116, 1.437, -0.479], [1.605, -0.733, -0.163], [-0.727, 1.141, 0.653], [0.967, 0.426, -1.426], [-0.993, 0.115, 0.228], [0.026, 0.081, 0.237], [0.197, -0.512, 0.701], [-0.118, 0.183, -0.038], [-0.156, 0.076, 0.120], [-0.094, 0.716, -0.512], [-0.485, -0.391, -0.032], [-0.150, -0.437, 0.247], [0.321, -0.412, 0.166], [-0.173, 0.080, -0.235], [0.572, 0.134, -0.294], [-0.384, -0.400, -0.163], [-0.248, 0.983, 0.316], [-0.001, 1.761, -2.656], [0.525, -1.590, 3.058], [-0.588, 0.272, 0.316], [0.441, -0.260, -0.099], [0.004, -0.429, 0.311], [-0.507, -0.173, -0.125], [2.049, -0.076, 0.238], [-0.388, 0.459, 0.029], [-0.982, 0.934, 0.214], [-0.668, -0.887, -0.414], [-0.937, 0.837, 1.264], [-0.259, 0.047, -0.451], [0.662, 0.344, -0.053], [-0.167, -0.227, -0.402], [1.032, 1.768, -1.147], [0.202, -0.623, -0.288], [-0.100, -0.461, -0.175], [0.135, -0.380, 0.305], [-0.351, 0.100, 0.106], [0.072, 0.126, -0.424], [0.280, 0.078, 0.293], [-0.189, 0.115, -0.083], [-0.412, -0.712, -0.338], [0.115, 0.180, 0.402], [0.258, -0.202, -0.309], [0.141, -0.056, -0.067], [-0.123, -0.868, 0.022], [0.069, 0.151, 0.212], [0.099, -0.535, -0.598], [0.371, -0.078, 0.306], [-0.264, 0.012, -0.163], [-0.693, -0.120, -0.525], [0.234, -0.163, 0.087], [0.237, 0.315, 0.565], [0.094, 0.152, -0.223], [0.243, -0.717, -0.003], [0.286, 0.167, 0.430], [-0.285, -0.350, 0.181], [-0.344, 0.483, 0.276], [-0.086, 0.002, 0.181], [0.396, -0.307, -0.096], [-0.174, 0.087, 0.231], [-0.691, 0.352, 0.481], [0.317, 0.186, -0.142], [-0.408, -0.574, -0.459]],
  "lowdin_charge": [0.206, -0.098, -0.361, -0.407, 0.218, 0.164, 0.118, -0.400, -0.295, -0.114, 0.057, 0.076, 0.062, 0.091, -0.008, 0.112, 0.088, 0.077, 0.064, 0.056, 0.487, -0.445, -0.768, -0.232, -0.087, 0.075, 0.054, -0.241, 0.304, -0.266, -0.253, 0.324, 0.275, -0.249, -0.252, -0.275, 0.365, -0.250, -0.219, -0.240, 0.007, 0.013, 0.007, 0.008, -0.012, 0.013, 0.017, 0.006, -0.022, -0.010, -0.003, 0.022, -0.001, 0.009, 0.005, 0.021, -0.015, 0.013, 0.007, 0.002, 0.024, 0.011, 0.012, 0.012, 0.016, 0.009, 0.013]
}